ORCA calculation (the ωB97M-V functional and the def2-TZVPD basis) on a 2-piece molecular cluster, C7H18 overall.

XYZ file:
```
25
C7H18 the ωB97M-V functional and the def2-TZVPD basis
C 0.6908 -0.7087 1.4391
C -0.7159 -0.9527 1.0034
C -0.6578 -1.9958 -0.1819
C -1.4786 -1.5096 2.2245
H 1.3683 -0.8564 0.5880
H 1.0597 -1.5285 2.1589
H 0.7200 0.3585 1.6235
H -1.2254 0.0843 0.6868
H -0.3470 -2.9993 0.0901
H -1.5477 -2.1528 -0.7904
H -0.0465 -1.8221 -0.9846
H -1.4594 -0.7292 3.1298
H -2.4727 -1.7469 1.9022
H -0.8853 -2.3722 2.4649
C -0.1478 0.8063 -1.8540
C 0.2927 2.2779 -1.6636
C 1.5882 2.2518 -0.8583
H 0.6265 0.2097 -2.3771
H -0.1341 0.3043 -0.7963
H -1.1223 0.6497 -2.4445
H -0.4638 2.7735 -0.9194
H 0.3643 2.7994 -2.5576
H 2.4646 2.5617 -1.4270
H 1.7584 1.2407 -0.3780
H 1.7707 3.0564 -0.0784
```

Values from the calculation:
orbital gap	0.438	Ha
highest occupied orbital energy	-10.801	eV
multiplicity	1


ORCA calculation (the ωB97M-V functional and the def2-TZVPD basis) on a 13-piece molecular cluster, C52H104O31 overall.

XYZ file:
```
187
C52H104O31 the ωB97M-V functional and the def2-TZVPD basis
C -0.1730 2.2899 -6.1464
C 0.6352 1.8585 -7.3656
O 1.0069 0.5156 -7.1953
C 1.7956 -0.0110 -7.9979
O 2.2892 0.5314 -9.0481
O 2.1067 -1.2469 -7.5104
C 2.7998 -2.1457 -8.2951
H -0.1569 3.3789 -6.1893
H 0.3839 1.8424 -5.3231
H -1.1949 1.9107 -6.1367
H 1.5034 2.5107 -7.4607
H 0.1217 1.9271 -8.3246
H 2.9640 -3.1160 -7.8264
H 3.8164 -1.8283 -8.5273
H 2.3973 -2.3617 -9.2848
C -8.7031 -1.9570 -4.0914
C -7.5320 -1.5004 -4.9233
O -6.3580 -2.0329 -4.3150
C -5.8257 -1.5438 -3.1848
O -6.3393 -0.6691 -2.4450
O -4.6441 -2.0216 -3.1014
C -3.8420 -2.0446 -1.8875
H -8.6520 -1.5733 -3.0725
H -8.8118 -3.0175 -4.3188
H -9.5910 -1.5511 -4.5762
H -7.4648 -0.4125 -4.9160
H -7.7456 -1.8227 -5.9424
H -3.6464 -3.0560 -1.5315
H -4.3590 -1.5970 -1.0387
H -2.9183 -1.4887 -2.0487
C 4.1888 0.8491 -3.3263
C 3.6953 1.2432 -4.7092
O 3.2186 2.6153 -4.7773
C 3.9724 3.5780 -5.1612
O 5.0823 3.5585 -5.6641
O 3.3020 4.6684 -4.7233
C 3.7867 6.0013 -4.9317
H 5.1982 1.2605 -3.3237
H 4.3560 -0.2258 -3.2582
H 3.6335 1.2928 -2.4999
H 2.9605 0.4385 -4.6828
H 4.4031 1.0469 -5.5145
H 4.5701 5.9792 -5.6893
H 4.3004 6.2570 -4.0050
H 2.9037 6.5989 -5.1582
C 1.7298 3.2091 2.6651
C 2.8313 2.8740 1.6487
O 3.7512 1.8382 2.0645
C 4.7991 1.4063 1.4144
O 5.1262 1.8240 0.2860
O 5.5156 0.6863 2.2277
C 6.7587 0.1480 1.9349
H 2.1024 3.3078 3.6847
H 0.9642 2.4335 2.6843
H 1.1417 4.0935 2.4199
H 3.2778 3.8066 1.3037
H 2.2558 2.5476 0.7824
H 7.1011 -0.2847 2.8749
H 7.3597 0.9916 1.5956
H 6.8689 -0.5430 1.0992
C -1.5973 4.1543 1.9865
C -1.1936 4.1699 0.5453
O -2.1348 3.3828 -0.2626
C -2.8183 3.9825 -1.2610
O -2.6803 5.1172 -1.7044
O -3.7458 3.1123 -1.6809
C -4.3954 3.4081 -2.9077
H -1.4130 3.1510 2.3706
H -2.6224 4.5186 2.0545
H -0.9116 4.7501 2.5889
H -0.1490 3.8717 0.4563
H -1.1556 5.2258 0.2773
H -3.6947 3.8566 -3.6119
H -5.2561 4.0765 -2.8826
H -4.4170 2.4280 -3.3842
C -2.9417 0.7801 7.2987
C -1.9775 -0.1852 6.7522
O -1.4019 -0.9672 7.8197
C -0.3628 -0.5752 8.5351
O 0.2395 0.4826 8.4414
O -0.1335 -1.5263 9.4315
C 1.0422 -1.3534 10.2472
H -3.3053 1.4918 6.5576
H -2.3232 1.4295 7.9182
H -3.8207 0.2755 7.6998
H -1.3187 0.5055 6.2259
H -2.4411 -0.8536 6.0267
H 1.9638 -1.3090 9.6668
H 1.1969 -2.2146 10.8971
H 0.9206 -0.4657 10.8680
C 0.2837 1.7308 -2.0601
C -0.2464 0.5940 -1.2201
O -0.4365 0.9709 0.0692
C -0.9163 0.0838 1.0259
O -1.3100 -1.0377 0.8078
O -0.8084 0.6499 2.1979
C -0.9817 -0.1553 3.3485
H 1.0580 2.3610 -1.6227
H -0.5159 2.4462 -2.2521
H 0.7751 1.4574 -2.9939
H 0.4801 -0.2170 -1.1680
H -1.1551 0.1496 -1.6261
H -1.9038 -0.7273 3.4515
H -1.2166 0.6228 4.0748
H -0.0582 -0.6758 3.6025
C -0.1135 7.9365 0.4433
C 1.3271 8.1473 0.0779
O 1.8739 6.8123 0.1155
C 2.4917 6.3672 -1.0241
O 2.5138 6.8948 -2.1742
O 3.2136 5.2910 -0.6908
C 3.9001 4.5329 -1.6243
H -0.6005 8.8997 0.5957
H -0.1841 7.3685 1.3709
H -0.7110 7.3181 -0.2265
H 1.7772 8.8232 0.8050
H 1.3549 8.5505 -0.9344
H 4.2937 5.0909 -2.4738
H 3.2867 3.7832 -2.1242
H 4.7563 4.0056 -1.2035
C -1.4438 -3.9905 2.8874
C -0.7607 -4.6648 1.7318
O -1.4237 -5.8066 1.3237
C -2.4823 -5.8301 0.5445
O -2.9738 -4.9013 -0.0752
O -2.8926 -7.0930 0.3894
C -4.1271 -7.4331 -0.0934
H -2.3470 -3.4694 2.5698
H -0.8187 -3.2734 3.4194
H -1.7108 -4.7312 3.6412
H 0.2640 -4.8288 2.0655
H -0.8114 -4.0248 0.8509
H -4.1467 -7.3582 -1.1807
H -5.0038 -7.1075 0.4665
H -4.2272 -8.5064 0.0682
C -5.6962 -4.2134 3.4830
C -5.2476 -3.0453 2.6662
C -4.8069 -2.0034 3.6539
O -5.2569 -2.4795 4.8591
C -5.2402 -3.8556 4.8901
H -5.3424 -5.2224 3.2711
H -6.7800 -4.2110 3.5990
H -6.0356 -2.6588 2.0198
H -4.5040 -3.3313 1.9223
H -5.1500 -0.9994 3.4041
H -3.7258 -1.9343 3.5334
H -6.0296 -4.0044 5.6269
H -4.3646 -4.3814 5.2708
C 4.3878 -3.0386 1.4821
C 2.9391 -3.5677 1.3747
C 2.3449 -3.0510 0.0820
O 3.3796 -2.7002 -0.7650
C 4.5207 -2.4109 0.1149
H 4.9941 -3.9204 1.6895
H 4.5310 -2.4099 2.3610
H 2.3282 -3.2423 2.2168
H 2.8145 -4.6505 1.3647
H 1.6961 -2.1952 0.2684
H 1.6962 -3.8076 -0.3595
H 4.6465 -1.3567 0.3615
H 5.3747 -2.8248 -0.4214
C 3.8126 -2.2471 6.0172
C 4.3390 -1.0611 5.1420
C 3.0563 -0.4295 4.6519
O 2.1151 -1.5035 4.7537
C 2.7073 -2.8163 5.1151
H 3.5276 -2.0241 7.0454
H 4.5989 -3.0019 6.0252
H 4.8717 -1.4551 4.2765
H 4.9326 -0.2531 5.5698
H 3.1148 -0.0883 3.6184
H 2.6119 0.3871 5.2208
H 3.1475 -3.2663 4.2253
H 1.9126 -3.4063 5.5718
C -0.5653 -1.3352 -4.3434
C 0.5758 -1.9050 -3.5728
C 0.8234 -3.2289 -4.1985
O -0.3394 -3.4831 -5.0186
C -1.3808 -2.6124 -4.6775
H -0.2407 -0.9516 -5.3106
H -1.1461 -0.5510 -3.8578
H 0.2979 -2.1286 -2.5428
H 1.4500 -1.2698 -3.4306
H 0.9946 -4.0769 -3.5353
H 1.7143 -3.1564 -4.8224
H -1.8172 -3.0112 -3.7618
H -2.0787 -2.6534 -5.5138
```

Values from the calculation:
orbital gap	0.352	Ha
highest occupied orbital energy	-9.168	eV
multiplicity	1


ORCA calculation (the ωB97M-V functional and the def2-TZVPD basis) on C28H19AsMnNS7 as an isolated structure.

XYZ file:
```
57
C28H19AsMnNS7 the ωB97M-V functional and the def2-TZVPD basis
Mn -0.1791 0.9907 -1.6627
S 4.7077 6.3691 -1.4463
C 3.6128 5.1587 -1.5470
S 1.9255 5.4086 -1.8638
C 1.4350 3.7325 -1.8209
C 2.4020 2.8464 -1.5737
S 2.1060 1.1299 -1.5516
S 4.0105 3.4836 -1.3378
S -0.2250 3.2734 -2.0900
S -2.4288 1.0558 -1.6846
C -3.1116 1.1048 -0.0498
C -4.4982 1.2201 0.0635
C -5.0944 1.3100 1.3120
C -4.3207 1.2917 2.4649
C -2.9454 1.1569 2.3609
C -2.3407 1.0450 1.1137
As -0.4427 0.8092 0.8469
C -0.3445 -1.1482 0.8803
C 0.9031 -1.7316 0.6681
C 1.0535 -3.1093 0.7535
C -0.0397 -3.9087 1.0614
C -1.2855 -3.3307 1.2666
C -1.4419 -1.9545 1.1645
C 0.2790 1.1292 2.6293
C 0.8209 2.3786 2.9108
C 1.3129 2.6561 4.1780
C 1.2655 1.6857 5.1674
C 0.7231 0.4370 4.8894
C 0.2327 0.1547 3.6219
H -5.0969 1.2562 -0.8393
H -6.1715 1.4064 1.3826
H -4.7859 1.3825 3.4389
H -2.3351 1.1353 3.2550
H 1.7605 -1.1077 0.4522
H 2.0258 -3.5558 0.5873
H 0.0752 -4.9833 1.1349
H -2.1383 -3.9552 1.5064
H -2.4138 -1.5038 1.3283
H 0.8623 3.1356 2.1373
H 1.7361 3.6296 4.3915
H 1.6555 1.8991 6.1551
H 0.6826 -0.3238 5.6590
H -0.1843 -0.8198 3.4135
S -0.9451 -3.4227 -3.0024
C -1.1845 -1.8002 -2.5305
N -0.2353 -0.9596 -2.8110
C 0.7985 -1.6180 -3.5114
C 1.9108 -1.0289 -4.1157
C 2.8212 -1.8349 -4.7671
C 2.6352 -3.2190 -4.8558
C 1.5050 -3.8098 -4.3306
C 0.5873 -2.9911 -3.6790
H -2.0903 -1.5059 -2.0187
H 2.0421 0.0400 -4.0783
H 3.6930 -1.3867 -5.2262
H 3.3691 -3.8301 -5.3667
H 1.3290 -4.8730 -4.4343
```

Values from the calculation:
orbital gap (alpha / beta)	0.192 / 0.251	Ha
⟨S²⟩	6.1671
highest occupied orbital energy (alpha / beta)	-6.909 / -7.122	eV
multiplicity	5


ORCA calculation (the ωB97M-V functional and the def2-TZVPD basis) on an isolated molecule of C11H15BO2S.

XYZ file:
```
30
C11H15BO2S the ωB97M-V functional and the def2-TZVPD basis
B 0.9956 0.1730 0.1042
C -1.2319 -1.2639 -0.0030
C -1.3348 1.1641 -0.0976
C -3.3201 -0.2002 -0.2128
C -0.5976 -0.0059 -0.0192
C -2.6041 -1.4003 -0.2028
C -2.6871 1.0430 -0.0716
C 2.7231 1.8240 -0.0771
C 3.5622 0.6652 0.4309
C -3.3029 -2.7060 -0.1218
C -3.5721 2.2986 -0.2339
C 5.2879 -1.3995 0.2289
O 1.3585 1.5127 0.0659
O 1.9537 -0.6882 0.1852
S 4.9052 0.1886 -0.4727
H -0.4447 -2.0274 0.1442
H -0.9112 2.2461 -0.1109
H -4.3014 -0.0298 -0.5522
H 3.0679 2.6244 0.4590
H 2.8439 2.0267 -1.0755
H 3.4539 0.4438 1.4205
H -2.8556 -3.4322 -0.6554
H -3.2914 -3.1189 0.8707
H -4.3848 -2.7144 -0.5005
H -2.8877 3.1949 -0.0182
H -4.0315 2.2857 -1.1817
H -4.4288 2.4058 0.5201
H 6.4032 -1.4483 0.3835
H 4.9612 -2.3184 -0.3710
H 4.6715 -1.3429 1.1646
```

Values from the calculation:
orbital gap	0.293	Ha
highest occupied orbital energy	-8.374	eV
multiplicity	1


no.,strongest force on any atom (Eh/bohr)
1,0.0855
2,0.1428
3,0.0244
4,0.0803